Below is a structure of composition C20H18FN5O4S, with properties calculated with wB97M-V/def2-TZVPD.

Calculated total energy (Eh): -1845.070411
HOMO (eV): -8.051
E_LUMO (eV): 0.2
Strongest force on any atom (eV Å⁻¹): 18.39
Kohn-Sham gap (eV): 8.29
ΔE to the lowest compared entry with this formula, charge and spin (kcal per mole): 437.5

Geometry as ORCA input:
```
! RIJCOSX wB97M-V def2-TZVPD def2/J DEFGRID3
* xyz 0 1
C -3.8271 1.5973 1.8126
N -2.4630 1.4304 1.2512
C -1.2244 1.9595 1.7224
N -0.2684 1.6129 1.1611
N -0.7664 0.9364 0.2157
C -2.0664 0.6705 0.4625
C -3.0168 -0.2654 -0.2959
N -1.9873 -0.7349 -1.5147
C -2.2307 -0.4542 -2.7800
O -3.3703 0.0419 -3.1952
C -1.0826 -1.0995 -3.6825
C 0.2456 -0.8881 -3.3509
C 0.9698 -1.1762 -4.3702
C 0.7078 -1.8896 -5.5466
C -0.6508 -1.7294 -5.9169
C -1.7466 -1.4983 -4.8945
H -2.8894 -1.4112 -5.2740
O -0.9095 -2.3510 -7.0910
C 0.5799 -2.6221 -7.7312
O 1.3896 -2.3745 -6.5197
H 0.7381 -1.8873 -8.4906
H 0.6037 -3.7920 -7.7038
H 2.1941 -1.4143 -4.0393
H 0.3767 -0.7063 -2.3334
H -0.9003 -1.0721 -1.3046
H -3.2994 -1.0244 0.1104
H -3.8023 0.4477 -0.9308
S -1.1009 3.1099 3.1365
C 0.4364 3.6307 3.2068
C 1.3406 2.7168 3.9050
O 2.0141 3.1150 4.9273
N 1.6412 1.6754 3.3205
C 2.3540 0.4359 3.8169
C 3.1483 0.6790 4.9053
C 3.8972 -0.4790 5.3541
C 3.9212 -1.9009 4.6890
C 2.9565 -1.7575 3.5869
C 2.0592 -0.9987 3.3494
F 1.3086 -0.9455 2.2659
H 2.7930 -2.9387 3.3240
H 4.1722 -2.7255 5.0390
H 4.6213 -0.6025 6.3513
H 3.3479 1.5718 5.4694
H 0.9750 1.4438 2.5098
H 0.6499 4.7376 3.5874
H 0.7013 3.6832 1.8894
H -3.9278 2.5280 2.4501
H -4.3225 0.8023 2.2408
H -4.2902 1.9130 0.9052
*
```

Now the Mulliken charges, all in e: atom 1 (C): -0.97, atom 2 (N): 0.27, atom 3 (C): 0.57, atom 4 (N): -0.23, atom 5 (N): -0.89, atom 6 (C): 0.51, atom 7 (C): -1.23, atom 8 (N): -0.24, atom 9 (C): 0.71, atom 10 (O): -0.75, atom 11 (C): 0.70, atom 12 (C): -0.68, atom 13 (C): -0.76, atom 14 (C): 0.48, atom 15 (C): 0.64, atom 16 (C): -0.80, atom 17 (H): 0.27, atom 18 (O): -0.51, atom 19 (C): -0.14, atom 20 (O): -0.49, atom 21 (H): 0.31, atom 22 (H): 0.27, atom 23 (H): 0.10, atom 24 (H): 0.58, atom 25 (H): 0.20, atom 26 (H): 0.64, atom 27 (H): 0.35, atom 28 (S): -0.29, atom 29 (C): -0.52, atom 30 (C): 0.82, atom 31 (O): -0.75, atom 32 (N): -0.06, atom 33 (C): 0.24, atom 34 (C): -0.22, atom 35 (C): -0.36, atom 36 (C): -0.80, atom 37 (C): -0.24, atom 38 (C): 0.08, atom 39 (F): -0.22, atom 40 (H): 0.16, atom 41 (H): 0.59, atom 42 (H): 0.16, atom 43 (H): 0.47, atom 44 (H): 0.33, atom 45 (H): 0.36, atom 46 (H): 0.25, atom 47 (H): 0.27, atom 48 (H): 0.37, atom 49 (H): 0.47

***

Below is a cluster of 2 separate species, FH4NSi in total, with properties calculated with wB97M-V/def2-TZVPD.

Calculated total energy (Eh): -446.483593
HOMO (eV): -9.019
E_LUMO (eV): -0.5
Strongest force on any atom (eV Å⁻¹): 3.79
Kohn-Sham gap (eV): 8.47
ΔE to the lowest compared entry with this formula, charge and spin (kcal per mole): 57.7

Geometry as ORCA input:
```
! RIJCOSX wB97M-V def2-TZVPD def2/J DEFGRID3
* xyz 0 1
N -1.7791 0.1397 -0.4360
F 3.6978 -0.5443 0.0547
Si 2.1654 -0.2553 0.5704
H -1.9951 -0.7128 -1.1012
H -1.5481 -0.3730 0.4428
H -2.8120 0.5179 -0.1994
H 2.2711 1.2279 0.6686
*
```

Now the Mulliken charges, all in e: atom 1 (N): -0.71, atom 2 (F): -0.24, atom 3 (Si): 0.29, atom 4 (H): 0.24, atom 5 (H): 0.23, atom 6 (H): 0.26, atom 7 (H): -0.06

***

Below is a structure of composition C3H3LiO9, with properties calculated with wB97M-V/def2-TZVPD.

Calculated total energy (Eh): -801.028286
HOMO (eV): -1.634
E_LUMO (eV): 5.5
Strongest force on any atom (eV Å⁻¹): 5.42
Kohn-Sham gap (eV): 7.11
ΔE to the lowest compared entry with this formula, charge and spin (kcal per mole): 32.3

Geometry as ORCA input:
```
! RIJCOSX wB97M-V def2-TZVPD def2/J DEFGRID3
* xyz -2 1
Li -0.3249 0.3048 0.3087
O 2.2419 1.8100 1.7325
C 0.9663 2.0875 2.0466
O 0.6375 3.1586 2.4566
O 0.1751 1.1648 1.9909
H 2.7053 2.4170 2.3141
O -1.3330 1.4326 -3.0790
C -0.9779 0.9640 -1.8799
O 0.2126 0.6923 -1.7172
O -1.8292 0.9188 -0.9687
H -0.6463 1.6287 -3.7206
O -0.9899 -3.7683 -0.4980
C -0.3491 -2.9884 0.3712
O -0.8031 -1.8556 0.6333
O 0.7645 -3.4404 0.7427
H -0.4499 -4.5264 -0.7332
*
```

Now the Mulliken charges, all in e: atom 1 (Li): 0.98, atom 2 (O): -0.42, atom 3 (C): 0.65, atom 4 (O): -0.69, atom 5 (O): -0.88, atom 6 (H): 0.28, atom 7 (O): -0.52, atom 8 (C): 0.92, atom 9 (O): -0.81, atom 10 (O): -0.77, atom 11 (H): 0.29, atom 12 (O): -0.47, atom 13 (C): 0.69, atom 14 (O): -0.76, atom 15 (O): -0.78, atom 16 (H): 0.29

***

Below is an isolated molecule of C2H3Br2N, with properties calculated with wB97M-V/def2-TZVPD.

Calculated total energy (Eh): -5280.738136
Structure (SMILES): [H]/N=C(\Br)CBr
HOMO (eV): -10.228
E_LUMO (eV): 0.2
Strongest force on any atom (eV Å⁻¹): 4.80
Kohn-Sham gap (eV): 10.40
ΔE to the lowest compared entry with this formula, charge and spin (kcal per mole): 19.4

Geometry as ORCA input:
```
! RIJCOSX wB97M-V def2-TZVPD def2/J DEFGRID3
* xyz 0 1
H 0.8217 1.6355 1.6175
N 0.8226 0.8573 1.0845
C 0.0344 0.5170 0.1844
Br -1.6682 1.4115 -0.2156
C 0.1143 -0.7304 -0.6003
Br -1.2227 -2.0571 -0.0620
H 1.2956 -1.3148 -0.4017
H -0.1978 -0.3190 -1.6068
*
```

Now the Mulliken charges, all in e: atom 1 (H): 0.27, atom 2 (N): -0.51, atom 3 (C): 0.29, atom 4 (Br): -0.16, atom 5 (C): -0.47, atom 6 (Br): -0.07, atom 7 (H): 0.30, atom 8 (H): 0.34

***

Below is a cluster of 2 separate species, CHBr2NO2 in total, with properties calculated with wB97M-V/def2-TZVPD.

Calculated total energy (Eh): -5391.749701
HOMO (spin up / spin down) (eV): -10.911 / -10.165
E_LUMO (spin up / spin down) (eV): -2.6 / -4.0
Strongest force on any atom (eV Å⁻¹): 4.00
Kohn-Sham gap (spin up / spin down) (eV): 8.28 / 6.20
ΔE to the lowest compared entry with this formula, charge and spin (kcal per mole): 60.1

Geometry as ORCA input:
```
! RIJCOSX wB97M-V def2-TZVPD def2/J DEFGRID3
* xyz 0 1
C 0.5867 1.0515 -1.5126
N -0.4930 0.5241 -2.0837
O -0.3389 0.0969 -3.2235
O -1.5464 0.7430 -1.5228
Br 0.2247 1.9941 0.0779
Br 3.4147 0.5325 0.6266
H 1.5810 0.8870 -1.8304
*
```

Now the Mulliken charges, all in e: atom 1 (C): -0.25, atom 2 (N): 0.86, atom 3 (O): -0.53, atom 4 (O): -0.56, atom 5 (Br): -0.01, atom 6 (Br): -0.01, atom 7 (H): 0.49

***

Below is a cluster of 2 separate species, C5H6N in total, with properties calculated with wB97M-V/def2-TZVPD.

Calculated total energy (Eh): -248.251524
HOMO (eV): -15.266
E_LUMO (eV): -5.5
Strongest force on any atom (eV Å⁻¹): 7.19
Kohn-Sham gap (eV): 9.77
ΔE to the lowest compared entry with this formula, charge and spin (kcal per mole): 228.5

Geometry as ORCA input:
```
! RIJCOSX wB97M-V def2-TZVPD def2/J DEFGRID3
* xyz 1 1
C 0.5664 -1.4854 -0.0222
C 1.4518 -0.5378 0.6298
C 0.2781 -1.0326 1.6528
C 0.2644 0.3032 1.0282
C -0.0900 0.4727 -1.5099
N 0.0515 -0.1761 -0.2547
H -0.6168 -1.6549 1.5016
H 0.7633 -1.2524 2.6017
H 0.1776 1.7031 1.5827
H -0.9844 0.0704 -2.0009
H -0.1842 1.5515 -1.3857
H 0.7599 0.2418 -2.1596
*
```

Now the Mulliken charges, all in e: atom 1 (C): -0.33, atom 2 (C): -0.24, atom 3 (C): -0.35, atom 4 (C): 0.29, atom 5 (C): -0.73, atom 6 (N): 0.29, atom 7 (H): 0.30, atom 8 (H): 0.36, atom 9 (H): 0.41, atom 10 (H): 0.32, atom 11 (H): 0.33, atom 12 (H): 0.35

***

Below is an isolated molecule of C5H2O, with properties calculated with wB97M-V/def2-TZVPD.

Calculated total energy (Eh): -266.616219
<S²>: 2.044
HOMO (spin up / spin down) (eV): -7.817 / -10.489
E_LUMO (spin up / spin down) (eV): -1.1 / -3.0
Strongest force on any atom (eV Å⁻¹): 4.44
Kohn-Sham gap (spin up / spin down) (eV): 6.70 / 7.53
ΔE to the lowest compared entry with this formula, charge and spin (kcal per mole): 68.6

Geometry as ORCA input:
```
! RIJCOSX wB97M-V def2-TZVPD def2/J DEFGRID3
* xyz 0 3
C 2.6052 -1.0345 0.0485
C -0.2946 -0.1904 -0.4842
C -1.5429 -0.9114 -0.3432
C 0.6523 0.6755 -0.5498
C 1.4748 -0.4486 -0.1473
O -2.5194 -0.2740 0.0072
H -1.5894 -2.0801 -0.3327
H 0.8943 1.8271 -0.6870
*
```

Now the Mulliken charges, all in e: atom 1 (C): -0.38, atom 2 (C): 0.31, atom 3 (C): -0.01, atom 4 (C): -0.29, atom 5 (C): 0.23, atom 6 (O): -0.41, atom 7 (H): 0.28, atom 8 (H): 0.28